# 1
Density functional theory data (ωB97M-V with the def2-TZVPD basis set) for a molecular structure, C19H20AuNO3PS2 in a non-equilibrium geometry.

For the HOMO energy (alpha / beta), the calculation gives -7.00 / -7.60 eV. As for the lowest unoccupied orbital energy (alpha / beta): -0.10853 / -0.10794 hartree. The relative energy (zero: lowest compared OMol25 entry of this formula, charge and spin) comes out at 98.20 kcal/mol. For the orbital gap (alpha / beta), the calculation gives 4.05 / 4.66 eV.

ORCA input file:
```
! wB97M-V def2-TZVPD RIJCOSX def2/J DEFGRID3
* xyz 0 2
Au 0.00 0.63 -0.40
C 0.59 -1.91 -6.40
C 0.58 -0.48 -5.91
O -0.36 -0.36 -4.82
P -0.10 0.21 -3.36
S -1.44 2.22 0.17
S 1.41 -1.27 -2.67
O 0.88 1.42 -3.77
C 1.42 2.40 -2.87
C 2.10 3.47 -3.69
H 1.13 -1.98 -7.34
H -0.43 -2.25 -6.56
H 1.06 -2.57 -5.67
H 0.24 0.20 -6.69
H 1.57 -0.16 -5.57
H 2.14 1.91 -2.20
H 0.62 2.83 -2.27
H 2.93 3.06 -4.26
H 2.48 4.25 -3.02
H 1.39 3.93 -4.38
C 1.52 -1.71 1.00
C 1.45 -1.48 2.18
C 1.42 -1.23 3.56
C 2.44 -0.36 4.13
C 2.21 0.38 5.31
C 3.18 1.23 5.80
C 4.39 1.38 5.15
C 4.63 0.66 3.99
C 3.67 -0.19 3.48
C 0.36 -1.85 4.35
C -0.88 -2.14 3.76
C -1.89 -2.71 4.51
C -1.69 -3.02 5.85
C -0.45 -2.79 6.43
C 0.56 -2.21 5.69
H 1.26 0.30 5.81
H 2.98 1.80 6.70
H 5.15 2.04 5.54
H 5.59 0.76 3.48
H 3.86 -0.76 2.58
H -1.04 -1.90 2.72
H -2.85 -2.91 4.05
H -2.49 -3.47 6.43
H -0.28 -3.06 7.46
H 1.54 -2.07 6.14
O 1.60 -1.98 -0.26
N 1.14 -0.92 -1.07
*
```



# 2
Density functional theory data (ωB97M-V with the def2-TZVPD basis set) for a molecular structure, C19H20BBrN7PdSe in a non-equilibrium geometry.

For the HOMO energy, the calculation gives -16.50 eV. As for the lowest unoccupied orbital energy: -0.44505 hartree. For the orbital gap, the calculation gives 4.39 eV.

ORCA input file:
```
! wB97M-V def2-TZVPD RIJCOSX def2/J DEFGRID3
* xyz 3 1
Pd 0.14 0.63 0.44
B 2.33 -0.13 2.92
N 2.90 0.32 1.72
C 4.27 0.50 1.47
C 4.43 0.72 0.15
C 3.11 0.68 -0.39
N 2.21 0.47 0.54
N 1.04 -0.57 3.20
C 0.60 -1.18 4.40
C -0.67 -1.56 4.22
C -1.01 -1.14 2.89
N 0.00 -0.56 2.30
H 3.21 -0.65 3.73
H 2.97 0.26 3.98
H 5.00 0.42 2.27
H 5.34 0.87 -0.39
H 2.80 0.80 -1.41
H 1.27 -1.28 5.24
H -1.32 -2.06 4.92
H -1.95 -1.24 2.39
Br -4.72 -1.55 -1.51
C -3.89 -0.21 -0.50
C -4.63 0.75 0.17
C -3.96 1.72 0.90
C -2.58 1.71 0.94
N -1.87 0.77 0.29
C -2.51 -0.18 -0.42
H -5.71 0.74 0.13
H -4.50 2.49 1.44
H -2.01 2.45 1.48
H -1.90 -0.91 -0.93
C 0.84 1.59 -4.06
N -0.47 2.01 -3.57
C -0.78 2.45 -2.34
Se 0.36 2.65 -0.84
N -2.06 2.84 -2.35
C -2.61 2.68 -3.61
C -3.87 2.95 -4.13
C -4.05 2.66 -5.46
C -3.02 2.12 -6.26
C -1.77 1.85 -5.74
C -1.59 2.14 -4.39
H 1.53 1.56 -3.23
H 1.19 2.32 -4.80
H 0.75 0.61 -4.53
H -2.50 3.28 -1.55
H -4.66 3.38 -3.53
H -5.01 2.86 -5.92
H -3.22 1.92 -7.30
H -0.98 1.44 -6.36
*
```



# 3
Density functional theory data (ωB97M-V with the def2-TZVPD basis set) for a molecular structure, C19H20CaN3O8P2S2 in a non-equilibrium geometry.

For the HOMO energy, the calculation gives -4.62 eV. As for the lowest unoccupied orbital energy: 0.06807 hartree. The relative energy (zero: lowest compared OMol25 entry of this formula, charge and spin) comes out at 15.49 kcal/mol. For the orbital gap, the calculation gives 6.48 eV.

ORCA input file:
```
! wB97M-V def2-TZVPD RIJCOSX def2/J DEFGRID3
* xyz -1 1
Ca 0.75 -0.11 -0.11
O -0.07 1.10 -1.85
N -0.09 2.23 -2.49
C -0.79 3.25 -1.95
C -0.89 4.47 -2.57
C -0.23 4.64 -3.80
C 0.50 3.60 -4.31
C 0.62 2.36 -3.65
S 1.60 1.09 -4.25
H -1.23 2.99 -1.00
H -1.45 5.26 -2.11
H -0.28 5.58 -4.33
H 1.04 3.71 -5.24
C 4.55 -0.97 -2.20
C 3.26 -0.96 -1.38
O 2.71 0.37 -1.33
P 3.59 -1.38 0.38
O 4.63 -0.33 0.96
O 4.40 -2.71 0.32
O 2.31 -1.39 1.13
P 2.07 -2.29 -1.97
O 2.03 -2.11 -3.56
O 2.79 -3.55 -1.61
O 0.71 -1.98 -1.40
H 5.34 -0.42 -1.69
H 4.35 -0.49 -3.16
H 4.87 -1.99 -2.38
H 2.36 0.63 -2.22
H 4.18 0.50 1.19
H 3.92 -3.29 -0.34
H 1.53 -1.31 -3.81
S 1.64 2.45 1.24
C 0.81 1.68 2.58
C 0.82 2.24 3.88
C 0.23 1.56 4.92
C -0.37 0.32 4.68
C -0.36 -0.15 3.38
N 0.18 0.51 2.36
H 1.30 3.19 4.03
H 0.25 1.99 5.91
H -0.81 -0.27 5.47
H -0.80 -1.10 3.13
N -1.86 -0.43 0.28
C -2.80 -0.99 0.62
C -3.95 -1.70 1.09
C -4.85 -2.26 0.20
C -5.95 -2.95 0.69
C -6.13 -3.08 2.06
C -5.22 -2.52 2.95
C -4.12 -1.83 2.47
H -4.70 -2.16 -0.86
H -6.66 -3.39 0.01
H -6.98 -3.62 2.44
H -5.36 -2.63 4.02
H -3.41 -1.38 3.14
*
```



# 4
Density functional theory data (ωB97M-V with the def2-TZVPD basis set) for a molecular structure, C19H20Cl2N6PbS2Se2Te2.

For the HOMO energy, the calculation gives -6.57 eV. As for the lowest unoccupied orbital energy: -0.01024 hartree. The relative energy (zero: lowest compared OMol25 entry of this formula, charge and spin) comes out at 0.00 kcal/mol. For the orbital gap, the calculation gives 6.30 eV.

ORCA input file:
```
! wB97M-V def2-TZVPD RIJCOSX def2/J DEFGRID3
* xyz 0 1
Pb 0.14 -0.18 0.93
C -0.58 -0.68 -5.45
C -1.62 -0.80 -4.33
N -1.46 0.20 -3.29
C -0.54 0.10 -2.30
S -0.36 1.48 -1.24
N 0.14 -1.03 -2.26
N 0.92 -1.17 -1.16
C 1.86 -2.03 -1.16
C 2.10 -2.98 -2.29
C 2.77 -2.04 0.02
C 3.74 -3.02 0.18
C 4.59 -2.95 1.27
C 4.47 -1.89 2.16
C 3.48 -0.96 1.92
N 2.65 -1.03 0.89
H -0.75 -1.44 -6.21
H 0.42 -0.80 -5.03
H -0.65 0.30 -5.93
H -1.54 -1.78 -3.86
H -2.63 -0.70 -4.73
H -1.80 1.13 -3.45
H 1.47 -2.71 -3.13
H 1.86 -4.00 -1.98
H 3.15 -2.96 -2.61
H 3.82 -3.84 -0.52
H 5.34 -3.72 1.43
H 5.12 -1.79 3.02
H 3.33 -0.12 2.59
Se -1.77 1.38 4.53
Te -2.72 -0.87 3.98
Te -0.60 -2.54 4.14
Se 0.02 -3.08 1.80
Cl 1.48 2.48 3.50
C 0.49 3.87 3.22
C 1.04 5.12 3.48
C 0.29 6.26 3.26
C -1.01 6.16 2.80
C -1.56 4.91 2.55
Cl -3.19 4.87 1.97
C -0.82 3.73 2.76
S -1.53 2.15 2.43
H 2.06 5.18 3.84
H 0.72 7.23 3.46
H -1.61 7.04 2.62
N -4.30 -1.00 -0.45
C -3.77 -2.19 -0.91
C -2.46 -2.16 -0.57
N -2.18 -0.98 0.09
C -3.30 -0.31 0.14
H -5.25 -0.70 -0.51
H -4.37 -2.93 -1.42
H -1.70 -2.91 -0.74
H -3.43 0.67 0.57
*
```



# 5
Density functional theory data (ωB97M-V with the def2-TZVPD basis set) for a molecular structure, C19H20Cl2NOP2Pd.

For the HOMO energy (alpha / beta), the calculation gives -16.45 / -17.52 eV. As for the lowest unoccupied orbital energy (alpha / beta): -0.38151 / -0.51970 hartree. The relative energy (zero: lowest compared OMol25 entry of this formula, charge and spin) comes out at 2.92 kcal/mol. For the orbital gap (alpha / beta), the calculation gives 6.07 / 3.38 eV.

ORCA input file:
```
! wB97M-V def2-TZVPD RIJCOSX def2/J DEFGRID3
* xyz 3 5
Pd -0.49 0.16 -0.22
Cl -1.64 -3.97 2.82
C -2.36 -3.52 1.41
C -3.46 -4.31 0.92
C -4.11 -3.99 -0.29
Cl -5.36 -4.98 -0.78
C -3.69 -2.86 -1.05
C -4.30 -2.49 -2.28
C -3.83 -1.40 -2.94
C -2.77 -0.66 -2.38
N -2.19 -0.98 -1.23
C -2.63 -2.06 -0.57
C -1.90 -2.36 0.68
O -0.96 -1.67 1.08
H -3.79 -5.18 1.49
H -5.12 -3.08 -2.68
H -4.25 -1.08 -3.89
H -2.39 0.22 -2.89
C 0.31 0.73 3.15
P 0.34 1.56 1.55
C -0.54 3.12 1.75
C 2.06 1.93 1.18
C 2.82 2.67 2.08
C 4.15 2.96 1.81
C 4.74 2.50 0.63
C 3.99 1.76 -0.27
C 2.66 1.47 0.00
P 1.68 0.52 -1.18
C 2.63 -0.93 -1.67
C 1.46 1.55 -2.66
H 0.75 1.38 3.91
H 0.89 -0.20 3.10
H -0.72 0.50 3.43
H -0.05 3.72 2.52
H -1.57 2.93 2.06
H -0.54 3.69 0.82
H 2.39 3.04 3.01
H 4.74 3.54 2.51
H 5.77 2.73 0.42
H 4.46 1.41 -1.18
H 3.59 -0.63 -2.11
H 2.08 -1.50 -2.42
H 2.82 -1.56 -0.80
H 2.45 1.87 -3.01
H 0.88 2.45 -2.42
H 0.97 0.99 -3.45
*
```



# 6
Density functional theory data (ωB97M-V with the def2-TZVPD basis set) for C19H20ClN3O2 in the gas phase.

For the HOMO energy, the calculation gives -8.82 eV. As for the lowest unoccupied orbital energy: 0.02156 hartree. The relative energy (zero: lowest compared OMol25 entry of this formula, charge and spin) comes out at 13.25 kcal/mol. For the orbital gap, the calculation gives 9.41 eV. Its SMILES is O=C(NCc1ccccn1)[C@H]1CCC(=O)N(Cc2ccc(Cl)cc2)C1.

ORCA input file:
```
! wB97M-V def2-TZVPD RIJCOSX def2/J DEFGRID3
* xyz 0 1
O 0.49 1.09 1.75
C -0.14 0.08 2.01
N -0.04 -0.56 3.18
C 0.96 -0.21 4.17
C 1.64 -1.45 4.71
C 2.80 -1.35 5.47
C 3.37 -2.52 5.95
C 2.77 -3.73 5.65
C 1.61 -3.72 4.89
N 1.06 -2.61 4.43
C -1.19 -0.52 1.07
C -2.58 0.00 1.48
C -2.95 1.22 0.66
C -3.08 0.80 -0.79
O -4.04 1.05 -1.50
N -2.04 0.03 -1.20
C -1.99 -0.47 -2.56
C -0.97 0.27 -3.38
C 0.15 -0.36 -3.90
C 1.09 0.34 -4.63
C 0.91 1.69 -4.84
Cl 2.08 2.58 -5.76
C -0.20 2.35 -4.33
C -1.14 1.64 -3.61
C -0.86 -0.10 -0.38
H -0.45 -1.48 3.32
H 0.49 0.32 5.01
H 1.68 0.46 3.70
H 3.24 -0.39 5.67
H 4.27 -2.48 6.54
H 3.19 -4.66 6.00
H 1.10 -4.63 4.63
H -1.16 -1.61 1.17
H -2.59 0.24 2.55
H -3.33 -0.78 1.31
H -2.17 1.98 0.75
H -3.90 1.65 0.98
H -2.99 -0.32 -2.97
H -1.76 -1.54 -2.54
H 0.29 -1.42 -3.73
H 1.96 -0.16 -5.03
H -0.33 3.41 -4.51
H -2.01 2.14 -3.21
H -0.20 -0.83 -0.84
H -0.32 0.85 -0.33
*
```



# 7
Density functional theory data (ωB97M-V with the def2-TZVPD basis set) for C19H20ClN5O2S2 in the gas phase in a non-equilibrium geometry.

For the HOMO energy, the calculation gives -7.97 eV. As for the lowest unoccupied orbital energy: 0.00646 hartree. The relative energy (zero: lowest compared OMol25 entry of this formula, charge and spin) comes out at 0.00 kcal/mol. For the orbital gap, the calculation gives 8.14 eV. Its SMILES is CCn1c(CCNC(=O)c2cccs2)nnc1SCC(=O)Nc1ccc(Cl)cc1.

ORCA input file:
```
! wB97M-V def2-TZVPD RIJCOSX def2/J DEFGRID3
* xyz 0 1
C 4.59 -0.20 -0.67
C 3.31 0.30 -0.01
N 2.18 0.16 -0.90
C 1.67 1.04 -1.82
C 1.98 2.49 -1.86
C 0.97 3.22 -0.95
N 0.90 2.63 0.36
C 0.01 1.63 0.63
O -0.90 1.35 -0.12
C 0.22 0.89 1.88
C -0.56 -0.14 2.32
C -0.09 -0.72 3.51
C 1.05 -0.14 3.97
S 1.57 1.15 2.96
N 0.74 0.45 -2.52
N 0.62 -0.82 -2.09
C 1.47 -0.98 -1.11
S 1.69 -2.40 -0.14
C 0.25 -3.38 -0.69
C -1.04 -2.85 -0.07
O -1.46 -3.32 0.97
N -1.61 -1.87 -0.80
C -2.78 -1.16 -0.52
C -3.63 -1.47 0.54
C -4.77 -0.71 0.75
C -5.06 0.35 -0.09
Cl -6.48 1.29 0.18
C -4.22 0.66 -1.15
C -3.09 -0.09 -1.36
H 4.80 0.36 -1.58
H 5.42 -0.08 0.02
H 4.49 -1.25 -0.92
H 3.41 1.35 0.27
H 3.10 -0.29 0.89
H 1.86 2.85 -2.88
H 3.00 2.67 -1.53
H 1.24 4.28 -0.87
H -0.03 3.12 -1.38
H 1.65 2.81 1.02
H -1.45 -0.45 1.80
H -0.57 -1.55 4.00
H 1.62 -0.38 4.84
H 0.45 -4.39 -0.33
H 0.24 -3.34 -1.78
H -1.06 -1.49 -1.57
H -3.40 -2.29 1.19
H -5.43 -0.95 1.57
H -4.45 1.50 -1.79
H -2.41 0.16 -2.17
*
```



# 8
Density functional theory data (ωB97M-V with the def2-TZVPD basis set) for a molecular structure, C19H20CoN9S3.

For the HOMO energy, the calculation gives -13.50 eV. As for the lowest unoccupied orbital energy: -0.27963 hartree. The relative energy (zero: lowest compared OMol25 entry of this formula, charge and spin) comes out at 15.38 kcal/mol. For the orbital gap, the calculation gives 5.89 eV.

ORCA input file:
```
! wB97M-V def2-TZVPD RIJCOSX def2/J DEFGRID3
* xyz 2 1
Co -1.05 -0.61 -0.11
N -1.29 -3.87 -2.72
C -1.16 -2.72 -2.08
S -1.02 -2.75 -0.33
N -1.12 -1.60 -2.80
N -0.94 -0.52 -1.99
C -0.64 0.63 -2.48
C -0.52 1.73 -1.51
C -0.29 3.05 -1.86
C -0.22 4.00 -0.85
C -0.37 3.60 0.47
C -0.59 2.25 0.74
N -0.65 1.34 -0.22
H -1.35 -4.74 -2.22
H -1.30 -3.89 -3.73
H -0.50 0.77 -3.55
H -0.17 3.32 -2.90
H -0.04 5.04 -1.09
H -0.32 4.31 1.28
H -0.71 1.90 1.76
N 1.22 -0.94 2.44
C -0.07 -0.83 2.73
N -1.02 -0.68 1.82
C -2.28 -0.51 2.40
C -2.28 -0.54 3.75
S -0.67 -0.79 4.34
C -3.35 -0.34 1.44
C -4.67 -0.17 1.60
S -5.46 -0.10 0.07
C -3.96 -0.32 -0.74
N -2.93 -0.39 0.10
N -3.91 -0.41 -2.08
H 1.50 -1.04 1.46
H 1.90 -1.12 3.16
H -3.11 -0.44 4.43
H -5.23 -0.09 2.51
H -4.77 -0.38 -2.60
H -3.11 -0.80 -2.55
N 1.90 -0.74 -0.54
C 3.21 -0.35 -0.12
C 3.43 0.96 0.28
C 4.68 1.33 0.74
C 5.71 0.40 0.80
C 5.48 -0.90 0.41
C 4.23 -1.29 -0.05
H 1.88 -1.57 -1.12
H 1.44 0.04 -0.99
H 2.63 1.69 0.23
H 4.86 2.36 1.04
H 6.69 0.70 1.16
H 6.27 -1.63 0.45
H 4.05 -2.31 -0.37
*
```



# 9
Density functional theory data (ωB97M-V with the def2-TZVPD basis set) for 2 unconnected molecules or ions with the total composition C19H20F in a non-equilibrium geometry.

For the HOMO energy, the calculation gives -11.42 eV. As for the lowest unoccupied orbital energy: -0.24685 hartree. The relative energy (zero: lowest compared OMol25 entry of this formula, charge and spin) comes out at 59.12 kcal/mol. For the orbital gap, the calculation gives 4.70 eV.

ORCA input file:
```
! wB97M-V def2-TZVPD RIJCOSX def2/J DEFGRID3
* xyz 1 1
C -0.46 -3.16 -1.22
C -0.23 -2.23 -2.42
H 0.09 0.33 -0.34
C -1.30 -1.48 -3.09
C -2.02 -0.36 -2.79
C 1.15 -1.93 -2.73
C 1.50 -1.35 -3.93
H -0.62 -4.21 -1.55
H 0.43 -3.14 -0.57
H -1.35 -2.84 -0.66
H -1.50 -1.76 -4.15
H -2.86 -0.13 -3.47
H -1.91 0.33 -1.94
H 1.93 -2.09 -1.97
H 2.53 -1.30 -4.30
H 0.69 -0.94 -4.53
F 3.49 3.10 3.10
C 3.14 1.94 2.43
C 4.12 0.96 2.26
C 3.74 -0.19 1.55
C 2.45 -0.35 1.09
C 1.47 0.65 1.26
C 0.06 0.27 0.73
C -1.23 0.90 1.21
C -2.43 0.33 0.76
C -3.65 0.92 1.06
C -3.72 2.06 1.88
C -2.53 2.59 2.40
C -1.28 2.00 2.07
C 1.85 1.85 1.89
H 5.15 1.11 2.59
H 4.47 -0.98 1.41
H 2.17 -1.32 0.66
H -0.04 -0.78 1.01
H -2.35 -0.53 0.11
H -4.57 0.51 0.62
H -4.69 2.55 2.09
H -2.54 3.49 3.03
H -0.36 2.44 2.47
H 1.22 2.74 1.95
*
```



# 10
Density functional theory data (ωB97M-V with the def2-TZVPD basis set) for C19H20F3N3O3 in the gas phase.

For the HOMO energy, the calculation gives -7.79 eV. As for the lowest unoccupied orbital energy: 0.01546 hartree. The relative energy (zero: lowest compared OMol25 entry of this formula, charge and spin) comes out at 3.61 kcal/mol. For the orbital gap, the calculation gives 8.21 eV. Its SMILES is COc1ccc(NC(=O)CN(C)CC(=O)Nc2cccc(C(F)(F)F)c2)cc1.

ORCA input file:
```
! wB97M-V def2-TZVPD RIJCOSX def2/J DEFGRID3
* xyz 0 1
C 1.24 -4.06 3.35
O 1.96 -3.57 2.25
C 1.68 -2.32 1.79
C 0.73 -1.46 2.34
C 0.55 -0.19 1.81
C 1.29 0.23 0.72
N 1.15 1.50 0.14
C 0.30 2.51 0.47
O -0.48 2.50 1.40
C 0.48 3.71 -0.45
N 0.53 3.30 -1.86
C 1.41 4.14 -2.65
C -0.81 3.26 -2.43
C -1.71 2.29 -1.66
O -2.77 2.62 -1.20
N -1.18 1.04 -1.61
C -1.60 -0.05 -0.84
C -2.59 0.07 0.13
C -2.94 -1.04 0.89
C -2.33 -2.26 0.69
C -1.34 -2.37 -0.28
C -0.70 -3.70 -0.54
F -1.45 -4.47 -1.36
F -0.54 -4.42 0.58
F 0.51 -3.61 -1.12
C -0.97 -1.27 -1.04
C 2.22 -0.64 0.16
C 2.42 -1.90 0.69
H 1.39 -3.44 4.24
H 0.17 -4.13 3.13
H 1.63 -5.06 3.54
H 0.14 -1.75 3.19
H -0.18 0.47 2.25
H 1.73 1.67 -0.67
H -0.33 4.42 -0.25
H 1.43 4.19 -0.18
H 2.41 4.12 -2.23
H 1.45 3.75 -3.67
H 1.07 5.19 -2.69
H -0.73 2.91 -3.47
H -1.29 4.24 -2.43
H -0.31 0.90 -2.11
H -3.07 1.02 0.29
H -3.71 -0.94 1.64
H -2.60 -3.12 1.28
H -0.19 -1.37 -1.79
H 2.81 -0.33 -0.70
H 3.14 -2.58 0.26
*
```



- Number 6 is which compound?
  C19H20ClN3O2